{
  "formula": "C45H45AsClFILaN6O14PS",
  "method": "ωB97M-V/def2-TZVPD",
  "symbols": ["La", "C", "C", "N", "C", "C", "C", "O", "O", "C", "O", "C", "C", "C", "F", "C", "C", "C", "N", "C", "C", "N", "C", "C", "H", "H", "H", "H", "H", "H", "H", "H", "H", "H", "H", "H", "H", "H", "H", "H", "H", "H", "O", "As", "O", "O", "C", "C", "C", "C", "C", "C", "S", "O", "O", "O", "H", "H", "H", "H", "H", "O", "O", "O", "N", "O", "O", "Cl", "N", "H", "H", "H", "I", "C", "C", "C", "C", "N", "C", "H", "H", "H", "H", "C", "C", "C", "C", "C", "C", "P", "C", "C", "C", "C", "C", "C", "C", "C", "C", "C", "C", "C", "H", "H", "H", "H", "H", "H", "H", "H", "H", "H", "H", "H", "H", "H", "H"],
  "positions_angstrom": [[0.80717, 1.22942, 0.16614], [-3.41284, -3.41003, -5.25921], [-3.92597, -2.04151, -4.83859], [-3.27574, -1.52261, -3.64347], [-2.25247, -0.61309, -3.78732], [-1.47359, -0.11560, -2.80302], [-0.38130, 0.89044, -3.16786], [-0.35594, 1.25899, -4.34607], [0.37635, 1.21394, -2.21930], [-1.76328, -0.55506, -1.45718], [-1.32216, -0.11490, -0.41112], [-2.74501, -1.65932, -1.32794], [-2.85229, -2.23542, -0.05875], [-3.80863, -3.18603, 0.11535], [-3.96017, -3.82628, 1.31246], [-4.68824, -3.54809, -0.90836], [-4.55240, -3.01635, -2.17232], [-3.52442, -2.07861, -2.40162], [-5.69308, -4.48925, -0.54023], [-6.73090, -3.97328, 0.34364], [-7.35973, -5.18361, 1.07652], [-6.48990, -6.35646, 0.73112], [-6.64852, -6.68570, -0.72538], [-6.23731, -5.40598, -1.50972], [-3.94764, -3.75808, -6.14442], [-3.53673, -4.15077, -4.46805], [-2.35031, -3.35823, -5.49794], [-5.00841, -2.05024, -4.68290], [-3.73636, -1.31779, -5.62942], [-2.07369, -0.25439, -4.79488], [-2.15307, -1.91809, 0.71431], [-5.23351, -3.30636, -2.96094], [-7.50285, -3.42804, -0.21182], [-6.27756, -3.29608, 1.06106], [-8.36497, -5.41534, 0.73185], [-7.36681, -5.07044, 2.15746], [-6.61416, -7.15703, 1.34427], [-5.52736, -5.98028, 0.79991], [-7.68566, -6.96818, -0.88962], [-6.00451, -7.53652, -0.93628], [-7.10705, -4.99773, -2.04084], [-5.47531, -5.65331, -2.24539], [2.25322, 2.85697, 3.17059], [0.46136, 2.93917, 3.09535], [0.02817, 3.45394, 4.58333], [0.14489, 1.41140, 2.41676], [0.65823, 4.34013, 1.60524], [1.75516, 5.35825, 1.85614], [1.42986, 6.77803, 1.53532], [0.23759, 7.13102, 1.06334], [-0.83877, 6.15525, 0.83766], [-0.64200, 4.85946, 1.05144], [-1.90763, 3.64393, 0.97847], [-2.04291, 3.32498, 2.39154], [-3.08535, 4.13403, 0.31564], [-1.22206, 2.55184, 0.25006], [2.45955, 2.67708, 4.09557], [2.27195, 5.23524, 2.80577], [2.20449, 7.52058, 1.68552], [0.03367, 8.17042, 0.83596], [-1.80536, 6.49303, 0.48356], [1.49203, 3.74638, 0.56023], [2.54050, 4.73483, 0.78346], [2.91942, 2.98722, -1.70544], [3.57945, 1.97210, -1.50813], [4.68006, 1.76186, -1.99452], [3.07590, 1.08115, -0.71698], [0.51241, -1.47542, 1.32002], [1.51022, -1.47069, -1.72007], [1.21529, -1.80218, -2.63055], [1.31375, -2.17450, -1.01522], [2.51467, -1.32528, -1.74642], [1.40874, 8.05327, -2.75560], [0.14593, 6.40298, -2.66309], [-1.17092, 6.49195, -3.09188], [-1.96295, 5.36162, -2.99386], [-1.41086, 4.20774, -2.45111], [-0.15847, 4.13398, -2.03084], [0.61980, 5.20411, -2.14990], [-1.56069, 7.41952, -3.49086], [-2.99793, 5.37675, -3.30873], [-2.00606, 3.31059, -2.32266], [1.64715, 5.09233, -1.81965], [3.08245, -1.74059, 6.12177], [2.14293, -0.88415, 5.56781], [2.29077, -0.44230, 4.25817], [3.38374, -0.83921, 3.49003], [4.30400, -1.72543, 4.04797], [4.16050, -2.16771, 5.35397], [3.46568, -0.12472, 1.79877], [5.03544, 0.84052, 1.85477], [6.29120, 0.28443, 2.09763], [7.43067, 1.07241, 2.10618], [7.33127, 2.43804, 1.86124], [6.09042, 3.00171, 1.61273], [4.94887, 2.20825, 1.61273], [4.04253, -1.58294, 0.82578], [3.57978, -2.86984, 1.09072], [3.96281, -3.94134, 0.29532], [4.80224, -3.74374, -0.79273], [5.24885, -2.46089, -1.08184], [4.87301, -1.39096, -0.28115], [2.96992, -2.08807, 7.14213], [1.28146, -0.56471, 6.14119], [1.53031, 0.17801, 3.79856], [5.13624, -2.08740, 3.45533], [4.89173, -2.84948, 5.77275], [6.38626, -0.78237, 2.26185], [8.39726, 0.61956, 2.29253], [8.22209, 3.05488, 1.85275], [5.99852, 4.06038, 1.40382], [3.98445, 2.66236, 1.42243], [2.89113, -3.03047, 1.91005], [3.59375, -4.93403, 0.52614], [5.09362, -4.57918, -1.41861], [5.88731, -2.28136, -1.93848], [5.20362, -0.39342, -0.54191]],
  "forces_ev_per_angstrom": [[0.00, -1.73, -0.98], [0.06, -0.06, -0.02], [-0.07, 0.17, 0.04], [0.01, -0.13, 0.04], [0.08, 0.06, -0.06], [-0.30, -0.30, 0.03], [0.12, 0.16, 0.08], [0.00, -0.07, -0.02], [-0.30, 0.11, -0.51], [-0.02, -0.08, 0.15], [0.08, 0.39, -0.17], [0.18, 0.12, 0.10], [-0.05, -0.01, -0.10], [0.01, 0.00, 0.00], [-0.04, -0.01, -0.01], [0.04, -0.15, 0.18], [0.12, 0.07, -0.03], [-0.09, 0.00, -0.15], [-0.14, 0.11, -0.08], [0.01, -0.04, -0.04], [0.05, -0.11, 0.02], [0.03, 0.19, -0.17], [0.01, -0.03, 0.12], [0.01, -0.03, 0.01], [0.01, 0.00, 0.00], [-0.02, 0.01, 0.00], [-0.01, 0.01, 0.00], [0.01, -0.03, 0.00], [-0.04, -0.01, -0.01], [0.00, 0.01, 0.00], [-0.01, -0.01, 0.00], [-0.01, -0.02, 0.01], [-0.02, 0.00, 0.02], [0.01, 0.02, -0.01], [-0.01, -0.01, 0.03], [0.02, 0.05, 0.00], [-0.09, -0.01, -0.03], [0.03, -0.07, 0.09], [0.00, -0.04, 0.01], [0.02, 0.03, -0.05], [0.00, -0.02, -0.01], [0.01, 0.02, 0.00], [0.24, -0.02, 0.16], [0.04, -0.37, -0.10], [-0.10, -0.08, -0.22], [0.15, 1.56, 1.05], [-0.77, -0.37, 0.15], [0.02, 0.11, -0.20], [0.07, 0.08, 0.03], [-0.18, -0.05, -0.06], [0.16, 0.03, -0.06], [0.25, 0.30, 0.31], [0.44, -0.80, 0.30], [-0.24, 0.05, -0.06], [-0.04, 0.27, -0.16], [-0.78, 0.72, -0.19], [0.12, 0.02, 0.02], [0.05, 0.03, 0.00], [0.02, -0.03, 0.03], [0.01, -0.01, -0.02], [0.00, 0.01, 0.00], [-0.19, 0.27, 0.36], [0.00, -0.11, 0.12], [0.16, 0.11, -0.07], [-0.24, -0.12, 0.22], [0.12, 0.00, -0.13], [0.67, 0.14, -0.32], [0.03, -0.45, 0.20], [0.03, -0.07, 0.11], [0.03, 0.02, -0.01], [0.01, 0.04, 0.02], [-0.02, 0.04, 0.00], [0.08, 0.14, -0.02], [-0.16, -0.17, 0.00], [0.08, 0.03, 0.01], [-0.01, -0.02, 0.03], [-0.05, 0.00, 0.02], [0.17, 0.11, -0.05], [0.06, -0.03, 0.01], [-0.01, 0.00, 0.00], [0.00, 0.01, 0.00], [-0.01, 0.02, 0.01], [-0.02, 0.00, 0.03], [0.00, 0.02, -0.04], [0.02, 0.00, -0.03], [-0.05, -0.05, -0.03], [-0.10, 0.03, 0.10], [0.09, 0.03, -0.03], [-0.01, -0.01, 0.03], [0.18, -0.25, -0.07], [-0.02, 0.04, 0.05], [0.03, -0.05, 0.03], [-0.03, 0.05, 0.00], [0.00, -0.03, 0.00], [-0.03, 0.00, 0.00], [0.02, 0.02, -0.03], [0.06, 0.13, -0.06], [-0.06, -0.03, 0.07], [0.02, 0.00, -0.02], [-0.03, 0.03, 0.02], [-0.01, -0.01, 0.02], [0.01, 0.03, -0.02], [0.01, 0.00, 0.00], [0.01, 0.00, 0.01], [-0.03, 0.04, 0.01], [-0.03, 0.01, 0.02], [-0.01, -0.01, 0.01], [0.00, 0.03, -0.02], [0.01, 0.01, 0.00], [0.00, 0.00, 0.00], [0.01, 0.00, 0.00], [0.03, -0.02, 0.00], [0.02, 0.01, 0.01], [-0.01, 0.00, -0.01], [0.01, 0.00, 0.00], [0.00, -0.01, 0.00], [0.01, 0.00, 0.01]],
  "largest_force_ev_per_a": 2.0,
  "orbital_gap_ev": 4.532,
  "homo_ev": -4.8559,
  "energy_ha": -6988.35415,
  "total_charge": -1,
  "lumo_energy_ha": -0.0119
}


{
  "formula": "C3H12O2S2",
  "method": "ωB97M-V/def2-TZVPD",
  "symbols": ["C", "C", "C", "S", "S", "H", "H", "H", "H", "H", "H", "H", "H", "H", "H", "O", "H", "H", "O"],
  "positions_angstrom": [[-0.37434, 0.15869, 0.76375], [0.90759, -0.65112, 0.94076], [-0.68313, 0.30566, -0.78217], [-2.49561, 0.19692, -1.19048], [-2.97926, 1.84089, 0.34633], [-1.32403, -0.20115, 1.18433], [-0.27685, 1.16072, 1.19438], [0.76106, -1.72316, 0.78608], [1.44632, -0.52286, 1.88913], [1.69296, -0.26971, 0.28061], [-0.39250, 1.31196, -1.08629], [-0.23359, -0.50629, -1.34295], [-4.19110, 1.99517, -0.19364], [-1.19475, -2.68759, -0.94609], [-2.43869, -2.98925, -1.69006], [-1.66369, -3.43422, -1.30667], [4.54626, 1.97554, -0.42399], [4.75928, 2.15727, 1.13258], [4.13407, 1.88254, 0.44441]],
  "forces_ev_per_angstrom": [[-0.52, 0.40, -1.16], [0.49, 0.24, 0.55], [-1.34, 0.41, 1.15], [1.04, -1.93, -1.46], [-0.45, 1.80, 1.63], [0.67, -0.58, 0.33], [0.21, -0.09, -0.10], [0.06, 0.08, -0.16], [-0.68, -0.12, 0.36], [-0.30, -0.20, -0.54], [0.45, -0.24, -0.36], [0.38, 0.19, -0.18], [0.04, -0.04, -0.08], [0.29, 0.53, 0.31], [0.25, -0.09, 0.17], [-0.57, -0.34, -0.44], [0.12, 0.09, 0.43], [-0.11, -0.07, -0.62], [-0.01, -0.02, 0.19]],
  "largest_force_ev_per_a": 2.6,
  "orbital_gap_ev": [3.319, 5.576],
  "homo_ev": [-0.7273, -2.9849],
  "de_lowest_ev": 0.317,
  "s_squared": 0.7543,
  "energy_ha": -1068.33416,
  "multiplicity": 2,
  "total_charge": -1,
  "lumo_energy_ha": [0.0952, 0.0952]
}


{
  "formula": "C17H19N2O3S3Ti",
  "method": "ωB97M-V/def2-TZVPD",
  "symbols": ["Ti", "C", "C", "N", "O", "C", "C", "N", "O", "H", "H", "H", "H", "H", "H", "H", "S", "C", "C", "C", "C", "C", "C", "S", "H", "H", "H", "H", "C", "S", "O", "C", "C", "C", "C", "C", "C", "H", "H", "H", "H", "H", "H", "H", "H"],
  "positions_angstrom": [[0.54697, -0.24827, -0.50485], [-2.23700, 3.33135, -1.02180], [-1.19049, 2.32750, -0.67791], [-1.31277, 1.04710, -0.82014], [-2.49725, 0.62240, -1.41165], [0.14329, 2.70136, -0.15610], [0.54161, 3.98650, 0.48940], [0.87651, 1.65516, -0.29308], [1.97724, 1.18222, 0.20259], [-3.15390, 2.84402, -1.33633], [-1.87285, 3.96915, -1.82949], [-2.44310, 3.97238, -0.16338], [-2.21881, -0.18175, -1.87960], [-0.25969, 4.72042, 0.43633], [1.42258, 4.39803, -0.00395], [0.79611, 3.81852, 1.53811], [2.20908, -2.04276, -0.50115], [2.03565, -2.69335, -2.12114], [2.69367, -3.88314, -2.44826], [2.60967, -4.42757, -3.71713], [1.86315, -3.78845, -4.69892], [1.20692, -2.60837, -4.39581], [1.28335, -2.05497, -3.11836], [0.42519, -0.54386, -2.80711], [3.27721, -4.37429, -1.67985], [3.12805, -5.35170, -3.94013], [1.79326, -4.20599, -5.69507], [0.62157, -2.09655, -5.14966], [-1.96267, -2.55970, 2.50968], [-1.91125, -1.15537, 1.39320], [-0.91939, -1.60357, 0.33851], [-0.98982, -0.01205, 2.40564], [-1.61714, 1.13911, 2.85737], [-0.87863, 2.06612, 3.57911], [0.47130, 1.84347, 3.81579], [1.09329, 0.69521, 3.34141], [0.36151, -0.24936, 2.64098], [-0.94267, -2.83860, 2.76619], [-2.45588, -3.36715, 1.97219], [-2.53688, -2.28282, 3.39225], [-2.66319, 1.30845, 2.63260], [-1.35319, 2.96866, 3.94069], [1.04730, 2.57800, 4.36321], [2.15030, 0.53817, 3.50418], [0.84180, -1.14364, 2.25144]],
  "forces_ev_per_angstrom": [[0.29, -0.46, -0.31], [0.04, -0.05, -0.02], [0.02, -0.04, 0.03], [-0.23, 0.04, -0.04], [-0.04, 0.08, 0.02], [0.00, -0.09, -0.11], [0.03, -0.07, -0.03], [-0.13, -0.34, 0.27], [0.08, 0.20, 0.15], [0.00, 0.02, -0.01], [-0.02, 0.02, 0.00], [0.00, 0.01, 0.01], [0.05, -0.03, -0.01], [0.00, 0.01, 0.00], [0.00, 0.02, 0.02], [0.00, 0.02, 0.00], [-0.19, 0.30, 0.18], [-0.03, -0.04, -0.16], [-0.01, 0.01, -0.01], [0.02, -0.01, 0.05], [-0.03, 0.02, -0.05], [0.03, -0.02, 0.04], [0.07, -0.11, 0.03], [-0.19, 0.08, 0.11], [0.00, -0.01, 0.00], [0.01, 0.00, 0.00], [0.00, 0.00, -0.01], [0.00, 0.00, -0.01], [0.02, 0.07, -0.12], [-0.11, 0.08, 0.31], [0.38, 0.30, -0.30], [0.06, -0.03, 0.01], [-0.03, 0.00, 0.00], [-0.03, -0.03, -0.02], [0.02, -0.02, 0.00], [0.00, 0.04, 0.04], [-0.07, -0.02, -0.09], [0.00, 0.00, 0.00], [0.00, -0.01, 0.01], [0.00, 0.02, 0.01], [0.00, 0.02, 0.01], [0.00, 0.01, 0.00], [0.01, 0.00, 0.00], [0.01, 0.00, -0.01], [0.00, 0.01, 0.02]],
  "largest_force_ev_per_a": 0.6,
  "orbital_gap_ev": [6.405, 6.148],
  "homo_ev": [-6.6071, -6.6711],
  "de_lowest_ev": 0.000,
  "s_squared": 0.7583,
  "energy_ha": -3038.43576,
  "multiplicity": 2,
  "lumo_energy_ha": [-0.0074, -0.0192]
}